Molecular formula: C49H53N2OP2PtSi3
Method: DFT, ωB97M-V/def2-TZVPD

Properties
- Energy relative to the best compared isomer or geometry (same formula, charge and spin): 19.8 kJ/mol
- Total charge: -1
- E_HOMO: -3.69 eV
- Orbital gap: 6.12 eV

Structure (XYZ):
```
111
Properties=species:S:1:pos:R:3:forces:R:3:mulliken_charge:R:1
Pt 0.056370 -0.188737 -0.001971 -0.2617 -0.0209 -0.0769 1.10
C -0.857495 2.269423 -3.526437 0.0313 0.0006 -0.1197 -0.85
Si -1.974918 2.076280 -2.041816 0.1818 0.0519 0.1044 -0.49
C -3.761332 2.085676 -2.641905 -0.0565 -0.0363 0.0260 -1.00
C -1.725859 3.557924 -0.931281 0.0438 -0.0150 0.0481 -0.60
N -1.608730 0.630417 -1.194649 -0.2004 0.0313 0.0653 0.49
P -2.261888 -0.847935 -1.312179 0.4259 0.2900 0.0485 0.35
C -1.169546 -1.710561 -0.417964 -0.6043 -0.7287 -0.2308 0.09
P -0.296685 -2.860530 0.389094 0.2648 0.4435 0.2447 0.59
N 0.901537 -1.909872 0.923964 0.1553 -0.2222 -0.0411 0.78
Si 2.361328 -2.089369 1.797211 -0.0585 0.2088 -0.0298 -0.30
C 3.731714 -1.285432 0.819482 0.0525 0.0570 -0.0249 -0.40
C 2.174107 -1.267271 3.470039 0.0150 0.0466 0.0380 -1.05
C 2.772523 -3.905127 2.067075 0.0091 -0.0720 0.0032 -1.02
C -1.147221 -3.635232 1.812151 0.0200 0.0323 -0.0043 0.28
C -0.753967 -4.811018 2.446824 0.0608 -0.0173 0.0183 -0.29
C -1.363062 -5.213331 3.629394 0.0192 0.0038 -0.0513 -0.94
C -2.365803 -4.439186 4.192867 -0.0224 0.0410 -0.0085 -0.51
C -2.760379 -3.261189 3.570691 -0.0219 -0.0251 0.0414 -0.73
C -2.154331 -2.861221 2.391267 -0.0415 -0.1027 -0.1032 -0.66
C 0.365306 -4.207702 -0.651240 0.1408 0.0288 0.0853 0.66
C 1.409845 -3.823151 -1.497747 0.0052 -0.0432 0.0502 -0.73
C 1.997231 -4.739140 -2.351467 0.0061 -0.0150 -0.0254 -1.05
C 1.552077 -6.057579 -2.373443 0.0175 0.0164 -0.0065 -0.54
C 0.504577 -6.443025 -1.554497 -0.0254 0.0342 0.0211 -0.73
C -0.088795 -5.519445 -0.698512 -0.1725 0.0018 -0.0762 -0.11
C -2.368221 -1.354150 -3.070233 -0.0171 0.0474 0.0040 0.36
C -3.494967 -1.295235 -3.884057 -0.0372 0.0685 -0.0017 -0.24
C -3.410255 -1.614427 -5.235303 -0.0017 0.0120 0.0365 -0.86
C -2.194112 -1.983282 -5.786534 0.0307 -0.0064 0.0088 -0.54
C -1.058951 -2.031974 -4.984793 -0.0026 -0.0028 -0.0288 -0.74
C -1.145908 -1.721276 -3.639041 -0.0511 -0.0722 0.0391 -0.74
C -3.955036 -0.898416 -0.630993 0.0035 0.1950 -0.0116 0.40
C -4.211019 0.005341 0.403712 -0.0310 0.0039 -0.0834 -0.62
C -5.426976 -0.008158 1.065284 -0.0271 -0.0199 0.0200 -0.80
C -6.406861 -0.927751 0.705779 0.0170 0.0357 0.0316 -0.54
C -6.154374 -1.841165 -0.304313 0.0480 -0.0144 -0.0381 -0.71
C -4.931963 -1.828038 -0.968049 0.0380 -0.1449 0.0467 -0.36
H -0.993658 3.233875 -4.024366 0.0065 -0.0005 -0.0018 0.38
H -1.033462 1.474170 -4.256572 -0.0080 -0.0113 0.0006 0.37
H 0.181785 2.205626 -3.197386 -0.0243 -0.0074 -0.0233 0.06
H -4.036073 3.089997 -2.975867 0.0180 0.0044 -0.0183 0.48
H -4.455205 1.796198 -1.848323 -0.0093 0.0184 -0.0134 0.26
H -3.904618 1.404879 -3.483336 -0.0147 -0.0060 -0.0108 0.25
H -2.110902 4.467222 -1.401413 0.0167 0.0099 -0.0121 0.45
H -0.660665 3.709300 -0.735295 -0.0680 -0.0130 0.0279 -0.16
H -2.228906 3.431485 0.030306 -0.0092 0.0058 0.0002 0.21
H 3.368831 -0.318344 0.459344 0.0009 -0.0081 -0.0002 -0.34
H 3.993553 -1.900999 -0.046502 -0.0014 0.0144 -0.0104 0.33
H 4.638190 -1.111552 1.405155 0.0015 -0.0332 0.0057 0.35
H 1.630942 -0.328780 3.330586 0.0116 0.0147 0.0061 0.14
H 3.131429 -1.046695 3.949890 0.0052 -0.0252 0.0095 0.32
H 1.587288 -1.896461 4.144952 -0.0200 0.0123 -0.0060 0.40
H 2.777755 -4.457668 1.123561 0.0095 -0.0067 0.0049 0.24
H 2.057848 -4.383717 2.740932 0.0191 0.0073 0.0050 0.24
H 3.766361 -3.997778 2.514494 -0.0004 -0.0063 0.0098 0.47
H 0.048530 -5.412227 2.038394 0.0008 0.0067 -0.0451 0.58
H -1.046159 -6.129104 4.113207 0.0064 0.0002 -0.0001 0.41
H -2.833811 -4.748762 5.119276 -0.0124 -0.0038 -0.0051 0.37
H -3.540351 -2.650106 4.007732 0.0006 0.0037 0.0034 0.45
H -2.446240 -1.943024 1.893710 -0.0045 0.0125 0.0144 0.30
H 1.754667 -2.795036 -1.462475 0.0088 -0.0034 -0.0006 0.39
H 2.806513 -4.427829 -3.000322 0.0098 -0.0065 0.0056 0.44
H 2.019914 -6.779130 -3.031755 -0.0032 0.0069 -0.0117 0.39
H 0.143335 -7.463743 -1.577898 -0.0053 -0.0006 0.0010 0.40
H -0.930187 -5.827907 -0.090483 0.0356 0.0054 0.0741 0.50
H -4.445507 -0.974184 -3.477842 -0.0155 -0.0198 0.0403 0.56
H -4.296003 -1.564224 -5.856641 -0.0047 0.0011 0.0037 0.40
H -2.127308 -2.226423 -6.839880 0.0031 -0.0076 0.0006 0.37
H -0.104033 -2.312971 -5.411334 0.0024 0.0014 -0.0017 0.44
H -0.270961 -1.757454 -2.999135 0.0010 -0.0115 -0.0068 0.26
H -3.437248 0.716331 0.672544 -0.0143 -0.0010 0.0012 0.47
H -5.613014 0.699244 1.864020 -0.0050 0.0044 -0.0038 0.45
H -7.361162 -0.934835 1.217739 0.0022 0.0009 0.0078 0.38
H -6.907560 -2.569432 -0.578752 0.0039 -0.0065 -0.0014 0.41
H -4.736400 -2.572210 -1.730446 0.0054 0.0341 -0.0603 0.48
O 1.418478 1.340798 0.512295 0.1566 -0.1023 -0.0283 0.51
Si 2.015933 2.760454 0.815634 -0.1278 -0.0103 0.0242 -1.54
C 3.806314 2.695360 1.429322 0.0382 -0.0808 -0.0163 0.45
C 4.857499 3.393984 0.835017 -0.0130 0.0062 0.0097 -0.48
C 6.162551 3.276684 1.303091 -0.0171 0.0084 -0.0018 -0.70
C 6.440345 2.451514 2.381997 0.0070 -0.0101 0.0039 -0.51
C 5.408637 1.748346 2.992937 -0.0212 0.0070 0.0016 -0.63
C 4.111372 1.872697 2.519189 0.0250 0.0538 -0.0147 -0.18
C 1.050247 3.640917 2.180884 -0.0377 -0.0265 0.0522 0.28
C -0.256272 3.221043 2.446535 0.0209 -0.0063 0.0264 -0.12
C -1.011627 3.811480 3.451424 0.0061 0.0149 -0.0094 -0.75
C -0.467651 4.831041 4.221820 -0.0087 0.0004 -0.0138 -0.47
C 0.833712 5.253052 3.984989 0.0065 -0.0065 -0.0015 -0.70
C 1.580654 4.659455 2.974921 -0.0209 0.0301 -0.0386 -0.19
C 2.037220 3.872707 -0.712718 0.0292 0.0548 -0.0325 0.53
C 2.350540 3.296203 -1.947380 0.0177 0.0552 0.0294 -0.24
C 2.387310 4.054798 -3.109471 0.0085 -0.0042 0.0057 -0.39
C 2.102212 5.413170 -3.061326 -0.0101 -0.0081 -0.0075 -0.48
C 1.783178 6.005457 -1.847507 0.0061 -0.0137 0.0286 -0.67
C 1.754640 5.239389 -0.687993 0.0513 0.0069 -0.0152 -0.19
H 4.654791 4.038802 -0.013689 0.0090 -0.0060 -0.0099 0.38
H 6.962451 3.826824 0.821021 0.0000 -0.0003 -0.0009 0.38
H 7.456872 2.351955 2.744188 -0.0006 0.0044 0.0062 0.35
H 5.617673 1.099439 3.835791 0.0038 -0.0012 -0.0018 0.40
H 3.315589 1.313523 2.997311 -0.0118 -0.0299 0.0121 0.31
H -0.668259 2.402459 1.864553 -0.0041 0.0074 -0.0192 0.45
H -2.024553 3.473489 3.637947 0.0029 -0.0110 0.0101 0.43
H -1.053028 5.289834 5.010100 0.0002 -0.0007 0.0024 0.35
H 1.269518 6.035966 4.594946 -0.0046 0.0112 -0.0088 0.39
H 2.601168 4.990462 2.806859 0.0144 -0.0122 0.0127 0.39
H 2.550041 2.230285 -1.991942 -0.0087 -0.0098 -0.0083 0.30
H 2.622672 3.584204 -4.056966 -0.0041 -0.0008 -0.0007 0.36
H 2.116799 6.004986 -3.968899 0.0096 0.0020 -0.0012 0.34
H 1.551169 7.063298 -1.804846 -0.0042 0.0018 0.0016 0.37
H 1.496334 5.713057 0.253737 -0.0204 -0.0012 -0.0043 0.36
```
Positions in Å, forces in eV/Å.